No. 1
C40H93BrNO15 | ωB97M-V with the def2-TZVPD basis set

Atoms and positions in Å:
C (-0.534, -4.300, -5.010)
C (0.235, -3.948, -6.287)
Br (-0.770, -2.698, -7.404)
C (1.691, -3.522, -6.048)
C (1.958, -2.041, -5.837)
C (1.060, -1.348, -4.785)
C (1.702, -1.161, -3.387)
C (0.612, -1.366, -2.321)
C (2.216, 0.275, -3.226)
N (2.755, -2.168, -3.143)
O (2.291, -3.332, -2.844)
C (3.886, -2.154, -4.111)
C (4.983, -1.178, -3.619)
C (4.540, -3.529, -4.125)
C (3.419, -1.734, -5.506)
H (-1.262, -3.541, -4.758)
H (0.160, -4.327, -4.178)
H (-1.021, -5.258, -5.108)
H (0.279, -4.851, -6.875)
H (2.053, -4.126, -5.224)
H (2.253, -3.824, -6.930)
H (1.763, -1.536, -6.774)
H (0.847, -0.355, -5.169)
H (0.102, -1.828, -4.662)
H (0.016, -2.232, -2.570)
H (-0.034, -0.499, -2.330)
H (1.047, -1.517, -1.341)
H (2.875, 0.349, -2.366)
H (2.735, 0.626, -4.113)
H (1.374, 0.937, -3.090)
H (5.928, -1.474, -4.056)
H (4.739, -0.152, -3.858)
H (5.059, -1.294, -2.544)
H (3.914, -4.285, -4.576)
H (4.808, -3.801, -3.112)
H (5.457, -3.490, -4.702)
H (3.507, -0.653, -5.573)
H (4.103, -2.130, -6.249)
C (2.956, -0.878, 1.150)
O (1.606, -0.453, 1.084)
C (0.727, -1.259, 1.856)
C (0.350, -0.589, 3.158)
O (1.463, -0.442, 4.025)
C (2.002, 0.869, 4.011)
H (3.569, -0.097, 0.702)
H (3.280, -1.035, 2.181)
H (3.095, -1.804, 0.579)
H (1.172, -2.240, 2.045)
H (-0.182, -1.410, 1.264)
H (-0.387, -1.212, 3.675)
H (-0.111, 0.384, 2.961)
H (1.334, 1.559, 4.538)
H (2.166, 1.228, 2.993)
H (2.959, 0.841, 4.532)
C (-0.175, 5.193, 3.579)
O (-0.019, 4.354, 4.711)
C (0.884, 4.883, 5.674)
C (0.147, 5.499, 6.842)
O (-0.588, 6.653, 6.452)
C (-1.963, 6.385, 6.263)
H (-1.022, 4.820, 3.005)
H (-0.372, 6.228, 3.868)
H (0.719, 5.157, 2.947)
H (1.555, 5.614, 5.215)
H (1.491, 4.050, 6.043)
H (0.876, 5.817, 7.594)
H (-0.514, 4.759, 7.304)
H (-2.453, 6.222, 7.230)
H (-2.116, 5.511, 5.627)
H (-2.415, 7.253, 5.784)
C (-4.404, 0.693, 9.451)
O (-4.964, 1.997, 9.483)
C (-4.129, 2.957, 10.112)
C (-3.408, 3.817, 9.098)
O (-2.482, 3.063, 8.332)
C (-2.964, 2.720, 7.044)
H (-5.015, 0.089, 8.781)
H (-3.377, 0.706, 9.081)
H (-4.427, 0.243, 10.448)
H (-3.409, 2.466, 10.774)
H (-4.771, 3.597, 10.726)
H (-2.842, 4.590, 9.629)
H (-4.131, 4.317, 8.445)
H (-2.968, 3.601, 6.394)
H (-3.969, 2.293, 7.083)
H (-2.285, 1.982, 6.620)
C (-10.726, 0.266, 8.592)
O (-10.139, 1.471, 8.139)
C (-8.846, 1.706, 8.679)
C (-7.751, 1.368, 7.695)
O (-7.708, -0.027, 7.413)
C (-8.315, -0.371, 6.181)
H (-11.608, 0.078, 7.981)
H (-10.041, -0.580, 8.492)
H (-11.037, 0.357, 9.638)
H (-8.707, 1.139, 9.605)
H (-8.783, 2.771, 8.923)
H (-6.789, 1.639, 8.136)
H (-7.879, 1.943, 6.772)
H (-7.685, -0.058, 5.341)
H (-9.304, 0.082, 6.079)
H (-8.419, -1.454, 6.155)
C (7.255, -7.611, -7.036)
O (6.367, -6.832, -6.256)
C (5.006, -7.204, -6.410)
C (4.518, -8.042, -5.249)
O (5.166, -9.303, -5.202)
C (6.198, -9.368, -4.234)
H (8.268, -7.389, -6.704)
H (7.069, -8.680, -6.913)
H (7.168, -7.348, -8.096)
H (4.857, -7.736, -7.355)
H (4.419, -6.279, -6.448)
H (3.447, -8.231, -5.377)
H (4.655, -7.500, -4.309)
H (5.776, -9.410, -3.224)
H (6.875, -8.514, -4.307)
H (6.762, -10.282, -4.414)
C (4.472, 4.992, -7.563)
O (4.524, 3.868, -8.424)
C (4.945, 2.679, -7.776)
C (3.779, 1.772, -7.454)
O (2.914, 2.342, -6.482)
C (1.736, 2.905, -7.035)
H (3.957, 5.790, -8.094)
H (3.928, 4.770, -6.642)
H (5.483, 5.332, -7.313)
H (5.504, 2.914, -6.864)
H (5.620, 2.156, -8.460)
H (4.166, 0.841, -7.028)
H (3.227, 1.524, -8.366)
H (1.050, 2.115, -7.360)
H (1.961, 3.560, -7.880)
H (1.253, 3.489, -6.254)
C (-3.013, 1.611, -2.917)
O (-2.808, 0.760, -1.804)
C (-1.864, 1.267, -0.872)
C (-2.541, 1.869, 0.339)
O (-3.281, 3.035, 0.007)
C (-4.674, 2.804, -0.100)
H (-3.880, 1.240, -3.460)
H (-3.201, 2.642, -2.608)
H (-2.144, 1.585, -3.586)
H (-1.206, 2.000, -1.349)
H (-1.247, 0.423, -0.545)
H (-1.771, 2.168, 1.058)
H (-3.184, 1.127, 0.820)
H (-5.117, 2.656, 0.891)
H (-4.892, 1.936, -0.727)
H (-5.121, 3.687, -0.554)

<S²>: 0.754
Molar mass in g mol⁻¹: 908.1
Spin multiplicity: 2
HOMO energy (spin up / spin down) in eV: -8.262 / -9.134
Charge: 0
Frontier orbital gap (spin up / spin down) in eV: 8.792 / 9.624

No. 2
C8H12N2O7 | ωB97M-V with the def2-TZVPD basis set

Atoms and positions in Å:
N (-2.059, 1.970, -0.323)
C (-2.085, 0.841, 0.886)
C (-3.223, -0.034, 0.664)
C (-2.958, -0.875, -0.569)
O (-2.123, -0.560, -1.491)
O (-3.573, -2.087, -0.280)
C (-0.792, 0.002, 0.850)
O (-0.625, -1.101, 1.427)
N (0.153, 0.723, 0.258)
C (1.608, 0.480, 0.163)
C (2.042, -0.730, -0.666)
C (3.251, -1.521, 0.072)
O (3.701, -1.281, 1.211)
O (3.613, -2.528, -0.702)
C (2.377, 1.638, -0.250)
O (1.687, 2.673, -0.378)
O (3.636, 1.414, -0.160)
H (-2.590, 1.581, -1.212)
H (-2.849, 2.459, -0.089)
H (-2.118, 1.446, 1.752)
H (-4.253, 0.427, 0.523)
H (-3.409, -0.980, 1.319)
H (-3.383, -2.781, -0.913)
H (-0.510, 1.593, -0.158)
H (2.000, 0.269, 1.145)
H (2.550, -0.866, -1.660)
H (1.248, -1.552, -0.764)
H (4.407, -2.821, -0.316)
H (4.277, 2.200, -0.338)

Molar mass in g mol⁻¹: 248.2
Energy relative to the best compared isomer or geometry (same formula, charge and spin) in kcal per mole: 99.7
HOMO energy in eV: -9.320
SMILES: N[C@@H](CC(=O)O)C(=O)N[C@@H](CC(=O)O)C(=O)O
Charge: 0
Frontier orbital gap in eV: 9.810

No. 3
C52H45BrCsN4O7PS2 | ωB97M-V with the def2-TZVPD basis set

Atoms and positions in Å:
Cs (0.653, -0.611, 0.603)
C (-0.675, -2.694, -5.049)
C (-1.257, -1.447, -4.878)
C (-0.554, -0.421, -4.258)
C (0.743, -0.631, -3.798)
C (1.312, -1.896, -3.958)
C (0.616, -2.914, -4.587)
P (1.684, 0.639, -2.856)
C (3.162, 0.805, -3.958)
C (3.156, 0.578, -5.335)
C (4.302, 0.764, -6.094)
C (5.481, 1.185, -5.489)
C (5.504, 1.411, -4.121)
C (4.355, 1.215, -3.365)
C (0.735, 2.162, -3.180)
C (1.017, 3.051, -4.221)
C (0.228, 4.181, -4.390)
C (-0.849, 4.379, -3.531)
C (-1.113, 3.459, -2.521)
C (-0.330, 2.314, -2.262)
H (-1.232, -3.497, -5.516)
H (-2.272, -1.272, -5.215)
H (-1.017, 0.546, -4.108)
H (2.300, -2.087, -3.557)
H (1.070, -3.893, -4.690)
H (2.241, 0.248, -5.811)
H (4.276, 0.582, -7.163)
H (6.376, 1.330, -6.082)
H (6.420, 1.732, -3.638)
H (4.377, 1.376, -2.292)
H (1.853, 2.882, -4.892)
H (0.447, 4.892, -5.180)
H (-1.480, 5.257, -3.653)
H (-1.976, 3.669, -1.884)
O (-6.579, 2.141, 5.115)
N (-6.055, 2.341, 4.033)
O (-6.418, 3.209, 3.262)
C (-5.048, 1.371, 3.568)
C (-5.140, 0.139, 4.111)
C (-4.271, -0.909, 3.692)
C (-4.341, -2.208, 4.231)
C (-3.468, -3.159, 3.782)
C (-2.524, -2.797, 2.800)
N (-2.447, -1.594, 2.279)
C (-3.309, -0.654, 2.704)
C (-3.222, 0.678, 2.122)
N (-2.287, 0.854, 1.178)
C (-2.123, 2.047, 0.657)
C (-2.864, 3.164, 1.080)
C (-3.839, 2.999, 2.025)
C (-4.071, 1.714, 2.561)
H (-5.894, -0.054, 4.862)
H (-5.082, -2.429, 4.991)
H (-3.481, -4.172, 4.161)
H (-1.806, -3.522, 2.430)
H (-1.375, 2.125, -0.139)
H (-2.645, 4.140, 0.670)
H (-4.419, 3.842, 2.363)
Br (-1.904, -3.164, -1.126)
C (-2.363, -4.838, -0.351)
C (-3.517, -5.423, -0.796)
C (-3.947, -6.644, -0.235)
C (-3.222, -7.226, 0.763)
C (-2.026, -6.626, 1.236)
C (-1.293, -7.220, 2.292)
C (-0.135, -6.634, 2.721)
C (0.338, -5.452, 2.102)
C (-0.308, -4.786, 1.075)
C (-1.536, -5.410, 0.665)
H (-4.101, -4.939, -1.568)
H (-4.859, -7.104, -0.597)
H (-3.551, -8.157, 1.215)
H (-1.668, -8.134, 2.744)
H (0.424, -7.081, 3.540)
H (1.289, -5.059, 2.471)
C (1.954, -5.216, -1.154)
S (2.267, -3.757, -0.153)
C (4.041, -3.657, -0.513)
O (1.703, -2.611, -0.929)
H (2.310, -6.104, -0.632)
H (2.441, -5.088, -2.121)
H (0.872, -5.258, -1.254)
H (4.551, -4.545, -0.136)
H (4.413, -2.770, -0.003)
H (4.182, -3.549, -1.589)
C (2.304, 5.431, -1.407)
C (1.823, 5.266, 0.008)
C (2.078, 6.230, 0.982)
C (1.627, 6.069, 2.289)
C (0.896, 4.937, 2.612)
C (0.631, 3.966, 1.653)
C (1.100, 4.128, 0.364)
S (0.333, 4.672, 4.271)
O (0.992, 5.646, 5.105)
O (-1.102, 4.593, 4.261)
N (0.888, 3.201, 4.667)
C (2.343, 3.001, 4.595)
C (2.643, 1.529, 4.338)
C (2.016, 1.048, 3.015)
O (0.750, 1.092, 2.976)
O (2.776, 0.664, 2.109)
H (3.051, 6.222, -1.483)
H (1.470, 5.674, -2.071)
H (2.733, 4.501, -1.785)
H (2.652, 7.112, 0.720)
H (1.842, 6.799, 3.056)
H (0.103, 3.060, 1.926)
H (0.903, 3.359, -0.378)
H (0.424, 2.454, 4.121)
H (2.795, 3.327, 5.533)
H (2.785, 3.600, 3.789)
H (2.225, 0.928, 5.150)
H (3.723, 1.388, 4.308)

Molar mass in g mol⁻¹: 1145.9
Energy relative to the best compared isomer or geometry (same formula, charge and spin) in kcal per mole: 7.7
HOMO energy in eV: -2.157
Charge: -2
Frontier orbital gap in eV: 5.241

> Among the records above, which one has the highest molar mass?

C52H45BrCsN4O7PS2

> The lowest molar mass belongs to which entry?

C8H12N2O7

> What is the formula in the first record?

C40H93BrNO15